Below is a molecular structure, C29H56NO6P2ScSi, with properties calculated with ωB97M-V with the def2-TZVPD basis set.

For the orbital gap (alpha / beta), the calculation gives 6.86 / 6.85 eV. For the energy, the calculation gives -3377.94853 a.u.

XYZ file:
```
96
Properties=species:S:1:pos:R:3:forces:R:3
C 2.9394 -1.5665 -2.7887 -0.445 -0.145 -0.949
C 2.1864 -1.2650 -1.6123 0.017 -0.065 0.748
N 1.0446 -0.4794 -1.7314 -0.200 -0.167 0.015
C 0.5204 -0.2223 -2.9488 0.707 -0.420 -1.186
C 1.1601 -0.6487 -4.1244 -1.084 0.732 0.607
C 2.3888 -1.3208 -4.0354 0.676 -0.035 0.854
C 2.5623 -1.8024 -0.3626 0.709 1.420 -0.300
P 1.5272 -1.7672 1.0922 1.565 -1.274 -0.941
Sc -0.1964 -0.1859 0.1302 -4.280 -2.944 -0.139
P -1.1945 1.5754 -1.5775 -0.452 -0.292 -0.991
C -0.8269 0.5051 -3.0416 0.526 -0.215 -0.153
C -1.1397 0.7305 2.0746 1.226 -0.957 -2.675
C -1.7100 -0.1913 2.9299 -0.312 0.470 1.304
C -2.1808 0.2522 4.1770 -0.019 -0.490 -0.299
C -2.1099 1.5972 4.5227 0.278 0.198 -0.399
C -1.5588 2.5117 3.6178 -0.069 -0.099 -0.332
C -1.0797 2.0705 2.3735 -0.402 0.658 1.385
O 4.8170 0.0150 0.3590 -0.589 0.725 -0.223
O 3.1670 2.0729 2.0978 -0.593 -0.435 0.423
H 3.8756 -2.1053 -2.6620 -0.181 0.116 -0.131
H 0.7002 -0.4027 -5.0799 0.151 -0.162 0.174
H 2.9065 -1.6323 -4.9487 -0.138 0.137 0.389
C 1.1389 -3.5487 0.9890 -0.460 -0.051 0.821
C 2.5246 -1.6377 2.6198 -0.019 0.097 0.137
H -0.8127 1.1592 -3.9298 -0.127 -0.355 0.167
H -1.6398 -0.2430 -3.1628 0.418 0.450 0.220
H 3.9263 -0.3749 0.1812 0.565 0.006 -0.226
H 3.5447 -2.2920 -0.3203 -0.542 -0.147 -0.026
C -3.0111 1.6356 -1.6880 -0.097 0.300 0.264
C -0.6711 3.2059 -2.1909 0.098 0.330 0.297
H -1.7911 -1.2451 2.6549 -0.004 0.197 0.084
H -2.6055 -0.4693 4.8681 -0.045 0.086 0.073
H -2.4697 1.9395 5.4869 0.017 -0.041 -0.062
H -1.5009 3.5608 3.8685 -0.051 0.143 0.146
H -0.6485 2.7907 1.6657 -0.079 -0.143 0.342
H 0.9172 1.0533 0.6837 0.711 3.368 -0.566
H 2.6633 1.6511 2.8110 -0.014 0.589 0.089
H 3.3925 1.2907 1.5893 0.673 -0.109 -0.492
H 4.8448 0.8262 -0.1867 0.059 -0.639 0.358
H 0.5711 1.5834 0.1441 1.581 -0.648 1.369
H 2.0837 -4.1124 1.0093 -0.307 0.176 0.050
H 0.5026 -3.8027 1.8403 0.054 -0.441 -0.172
H 0.6197 -3.7383 0.0388 0.069 0.126 0.405
H 3.3331 -2.3831 2.6296 -0.238 0.223 -0.003
H 2.9594 -0.6326 2.7491 -0.171 -0.453 -0.110
H 1.8293 -1.8255 3.4538 0.320 0.047 -0.169
H -1.2612 3.4901 -3.0754 0.217 -0.085 0.274
H -0.8296 3.9407 -1.3853 0.108 -0.108 -0.374
H 0.3979 3.1790 -2.4454 -0.290 0.050 0.082
H -3.3183 2.2132 -2.5729 0.032 -0.196 0.234
H -3.4058 0.6120 -1.7506 0.233 0.283 0.057
H -3.3896 2.1237 -0.7777 -0.067 -0.160 -0.316
C -5.8530 -0.4205 -0.5720 -0.336 0.229 -0.094
C -5.3534 -0.8151 0.8112 0.646 -0.434 -0.048
C -5.0365 0.4089 1.6671 -0.177 0.091 0.018
C -6.4143 -1.6749 1.4926 -0.158 0.038 0.126
O -4.1265 -1.5937 0.7337 -0.522 0.195 -0.175
Si -3.0491 -2.2296 -0.3180 -0.113 0.391 0.634
O -1.6413 -1.4634 -0.1433 0.582 0.282 -0.171
O -2.8438 -3.8263 -0.0062 -0.172 -0.364 0.265
C -3.1674 -4.8250 1.0086 0.043 0.636 -0.497
C -1.9120 -5.0948 1.8228 0.092 -0.086 0.116
C -4.2859 -4.3428 1.9161 -0.237 -0.263 0.392
C -3.5947 -6.0917 0.2776 -0.040 -0.220 0.035
O -3.5744 -1.9674 -1.8605 0.096 -0.868 -0.517
C -3.3597 -2.8888 -2.9853 -0.190 0.489 0.577
C -1.8923 -3.3013 -3.0480 0.085 -0.077 -0.182
C -4.2480 -4.1142 -2.8163 -0.086 -0.331 -0.116
C -3.7826 -2.1217 -4.2314 0.007 -0.098 -0.215
H -6.8655 0.0003 -0.4674 0.272 -0.059 -0.043
H -5.9154 -1.2881 -1.2413 0.107 0.256 0.185
H -5.2203 0.3546 -1.0201 -0.179 -0.325 0.048
H -5.9401 1.0284 1.7673 0.222 -0.093 -0.010
H -4.7141 0.0977 2.6692 -0.014 0.104 -0.275
H -4.2385 1.0155 1.2163 -0.153 -0.218 0.134
H -6.6627 -2.5532 0.8815 0.108 0.187 0.165
H -6.0868 -1.9958 2.4908 -0.041 0.020 -0.303
H -7.3287 -1.0782 1.6094 0.149 -0.143 0.019
H -1.6110 -4.1956 2.3768 -0.037 -0.174 -0.181
H -2.1142 -5.8914 2.5507 0.059 0.151 -0.111
H -1.0920 -5.4240 1.1728 -0.172 0.145 0.144
H -5.2226 -4.2011 1.3616 0.334 0.107 0.109
H -4.4752 -5.1183 2.6747 0.048 0.154 -0.177
H -4.0149 -3.4214 2.4456 -0.108 -0.171 -0.266
H -4.5277 -5.9400 -0.2800 0.254 0.010 0.083
H -2.8069 -6.4441 -0.4020 -0.203 0.162 0.092
H -3.7771 -6.8811 1.0166 0.020 0.081 -0.128
H -1.6161 -3.8987 -2.1670 -0.063 0.202 -0.249
H -1.7389 -3.9140 -3.9488 0.068 0.137 0.234
H -1.2370 -2.4219 -3.1074 -0.108 -0.234 0.016
H -5.3046 -3.8244 -2.7280 0.252 -0.027 0.034
H -4.1470 -4.7547 -3.7072 -0.055 0.141 0.254
H -3.9491 -4.6991 -1.9374 -0.133 0.267 -0.320
H -4.8294 -1.8012 -4.1487 0.258 -0.021 0.037
H -3.1478 -1.2434 -4.3992 -0.134 -0.129 0.055
H -3.6967 -2.7800 -5.1083 -0.007 0.212 0.172
```
Forces are in eV/Å.

Below is 2 unconnected molecules or ions with the total composition C6H13NO5, with properties calculated with ωB97M-V with the def2-TZVPD basis set.

The calculation puts the energy above the lowest of the compared OMol25 structures with the same formula, charge and spin at 7.199 eV. For the orbital gap (alpha / beta), the calculation gives 7.39 / 7.42 eV. For the energy, the calculation gives -667.10216 a.u.

XYZ file:
```
25
Properties=species:S:1:pos:R:3:forces:R:3
N 3.0967 -0.2722 2.4238 0.771 1.169 4.305
O 3.1759 -0.0873 3.5931 -2.036 -1.029 -6.827
C -1.4236 3.5780 0.6977 0.608 -0.399 -0.139
C -0.3990 2.5456 0.1690 0.334 -0.180 -0.153
C -0.8573 1.1053 0.0983 -1.470 -0.956 0.200
C 0.2310 0.1599 -0.4262 -0.951 -0.632 0.939
O -0.1838 -1.1989 -0.3314 -0.385 1.828 -0.474
C 0.6893 -2.1579 -0.8949 0.094 0.126 0.425
C -0.1438 -3.4406 -0.9816 0.938 0.066 0.259
O -1.0708 -3.2989 -2.0284 -0.727 -0.911 -0.514
O 1.4492 0.3639 0.2350 2.432 0.003 0.066
O 1.4519 -0.2003 1.5363 -0.191 0.111 2.089
H -0.8905 4.5525 0.7188 -0.646 -0.430 0.137
H -2.3222 3.6529 0.0454 0.574 -0.056 0.499
H -1.7122 3.2782 1.7275 -0.022 0.395 -0.599
H -0.0682 2.7975 -0.8525 0.025 0.303 0.335
H 0.4967 2.5090 0.8053 -0.180 0.510 -0.135
H -1.3357 0.7681 1.0447 0.787 0.022 -0.298
H -1.6816 1.0034 -0.6118 -0.080 0.091 -0.199
H 0.4775 0.5020 -1.4504 0.102 -0.500 0.170
H 1.0563 -1.8327 -1.8944 -0.314 -0.302 0.405
H 1.5602 -2.2213 -0.2085 -0.319 -0.478 -0.473
H 0.5274 -4.2809 -1.2181 0.000 0.100 0.317
H -0.6782 -3.6313 -0.0273 0.502 0.186 -0.294
H -1.4453 -4.1940 -2.1694 0.154 0.964 -0.042
```
Forces are in eV/Å.

Number 1: maximum force 5.20 eV Å⁻¹. Number 2: maximum force 7.20 eV Å⁻¹.